{"formula": "C48H135N9O15", "method": "ωB97M-V/def2-TZVPD", "multiplicity": 1, "de_lowest_kj_mol": 0.0, "molar_mass_g_mol": 1078.66, "homo_lumo_gap_ev": 9.4, "e_tot_ev": -96082.3085, "species": ["C", "C", "C", "O", "H", "H", "H", "H", "H", "H", "H", "H", "C", "C", "C", "O", "H", "H", "H", "H", "H", "H", "H", "H", "C", "C", "C", "O", "H", "H", "H", "H", "H", "H", "H", "H", "C", "C", "C", "O", "C", "N", "H", "H", "H", "H", "H", "H", "H", "H", "H", "H", "H", "C", "C", "C", "O", "C", "N", "H", "H", "H", "H", "H", "H", "H", "H", "H", "H", "H", "C", "C", "C", "O", "C", "N", "H", "H", "H", "H", "H", "H", "H", "H", "H", "H", "H", "C", "C", "C", "O", "C", "N", "H", "H", "H", "H", "H", "H", "H", "H", "H", "H", "H", "C", "C", "C", "O", "C", "N", "H", "H", "H", "H", "H", "H", "H", "H", "H", "H", "H", "C", "C", "C", "O", "C", "N", "H", "H", "H", "H", "H", "H", "H", "H", "H", "H", "H", "C", "C", "C", "O", "C", "N", "H", "H", "H", "H", "H", "H", "H", "H", "H", "H", "H", "C", "C", "C", "O", "C", "N", "H", "H", "H", "H", "H", "H", "H", "H", "H", "H", "H", "C", "C", "C", "O", "C", "N", "H", "H", "H", "H", "H", "H", "H", "H", "H", "H", "H", "C", "O", "H", "H", "H", "H", "C", "O", "H", "H", "H", "H", "C", "O", "H", "H", "H", "H"], "coordinates": [[19.59954, 11.83162, 23.97842], [20.20822, 11.28092, 22.71083], [19.10588, 11.17794, 21.72174], [21.17845, 12.11809, 22.09158], [18.76947, 11.23031, 24.30268], [19.06526, 12.78863, 23.78083], [20.28709, 11.94929, 24.77312], [20.67733, 10.31250, 22.96554], [18.80630, 12.14764, 21.40240], [18.34752, 10.57849, 22.19983], [19.29688, 10.72820, 20.75894], [21.96698, 12.21820, 22.66447], [16.42694, 13.26105, 15.39210], [17.37867, 12.22823, 14.70051], [16.65000, 11.20630, 13.82342], [18.38564, 12.89989, 13.93859], [15.87726, 12.70879, 16.18032], [15.70949, 13.63263, 14.68731], [16.98760, 14.08631, 15.78369], [17.88253, 11.68990, 15.54230], [17.25643, 10.34697, 13.55474], [16.27361, 11.64817, 12.89728], [15.76809, 10.83593, 14.37783], [18.01937, 12.92342, 13.02648], [19.13248, 7.53035, 19.61860], [19.59950, 7.95166, 18.22350], [19.50744, 6.82485, 17.22510], [18.74117, 9.00702, 17.74196], [19.94223, 6.96296, 20.06493], [18.22274, 6.90609, 19.61412], [18.91152, 8.34219, 20.26898], [20.60387, 8.38535, 18.26980], [19.87361, 7.18127, 16.27305], [18.50065, 6.48967, 17.08350], [20.17347, 6.00286, 17.52491], [19.00914, 9.86002, 18.15106], [15.25328, 13.07363, 21.04286], [13.77397, 13.00435, 21.06328], [13.21228, 14.38686, 20.60378], [11.85213, 14.25154, 20.20539], [11.34960, 15.40431, 19.56384], [13.35829, 12.05769, 20.06130], [15.69333, 12.12417, 21.40431], [15.63432, 13.84892, 21.70155], [15.63636, 13.26656, 20.03224], [13.34398, 12.69622, 22.02819], [13.80417, 14.81545, 19.77927], [13.21532, 15.09732, 21.41668], [11.93794, 15.67338, 18.66359], [11.34446, 16.28865, 20.21889], [10.34171, 15.20737, 19.30095], [13.71107, 11.16644, 20.42085], [12.34439, 11.93195, 20.11636], [15.52145, 8.43895, 20.43784], [15.34920, 8.48968, 21.96918], [16.34880, 7.61496, 22.79591], [17.70778, 8.04868, 22.51488], [18.62222, 7.48776, 23.35659], [15.24708, 9.91000, 22.33063], [16.51158, 8.79208, 20.20416], [14.87813, 9.16614, 19.97491], [15.42616, 7.47155, 20.02612], [14.38248, 8.00876, 22.23734], [16.16659, 6.53578, 22.52868], [16.03948, 7.73262, 23.83388], [18.68687, 6.38125, 23.20970], [18.33703, 7.70534, 24.42406], [19.58748, 7.93475, 23.25668], [15.09669, 10.08453, 23.33277], [16.04851, 10.46419, 22.04738], [24.21082, 7.47638, 11.22851], [22.73704, 7.19133, 10.82936], [21.82093, 8.13729, 11.63705], [21.91205, 7.80197, 12.99384], [20.81454, 8.38651, 13.68975], [22.43139, 7.33615, 9.43651], [25.00586, 7.25407, 10.52085], [24.37373, 7.10471, 12.23008], [24.37910, 8.55667, 11.14098], [22.53955, 6.21866, 11.23957], [20.80236, 7.96620, 11.24455], [22.14523, 9.17428, 11.49188], [19.90121, 7.78959, 13.65688], [20.58718, 9.37553, 13.17438], [21.12255, 8.54048, 14.73447], [23.20789, 7.38790, 8.80597], [21.76470, 6.71550, 9.06717], [24.29452, 14.57725, 16.06350], [24.79119, 13.71886, 14.92146], [23.88496, 12.49082, 14.81439], [24.56055, 11.70240, 13.84055], [23.90282, 10.49484, 13.56919], [24.94636, 14.49413, 13.73250], [24.16444, 13.97100, 16.94366], [23.31031, 14.97000, 15.79956], [24.96756, 15.42082, 16.18872], [25.79809, 13.50381, 15.22764], [22.88606, 12.80490, 14.44043], [23.60497, 11.95592, 15.70270], [22.85140, 10.58424, 13.31914], [23.94445, 9.81992, 14.46508], [24.39527, 9.90703, 12.83839], [24.05871, 14.81577, 13.34650], [25.52054, 14.07030, 13.05142], [24.60528, 13.16162, 21.40362], [24.37846, 13.59631, 22.85150], [23.61419, 14.92058, 22.94105], [23.51825, 15.26974, 24.35246], [23.04072, 16.57599, 24.56153], [23.61133, 12.57553, 23.60176], [25.08819, 12.14742, 21.44195], [25.27999, 13.77745, 20.82444], [23.69434, 13.02462, 20.83206], [25.36168, 13.79330, 23.26147], [22.60399, 14.76221, 22.54913], [24.08455, 15.75645, 22.45658], [23.82497, 17.35331, 24.35382], [22.69624, 16.66046, 25.60437], [22.13977, 16.78553, 24.01120], [24.20928, 11.82337, 23.87140], [23.26095, 13.01738, 24.46195], [20.88846, 15.11513, 12.75247], [20.59564, 15.85552, 14.05407], [19.27304, 16.66680, 14.01923], [19.33222, 17.79763, 13.16532], [18.24911, 18.66849, 13.31424], [20.60547, 14.83288, 15.11120], [20.01725, 14.49631, 12.46869], [21.91300, 14.64877, 12.87723], [20.98610, 15.86604, 11.99029], [21.43111, 16.52532, 14.29852], [19.02598, 17.04281, 15.03458], [18.37875, 16.01802, 13.78435], [17.30801, 18.29933, 12.85810], [18.54851, 19.58541, 12.78827], [18.00110, 18.93947, 14.35117], [20.14283, 14.04582, 14.70201], [20.16203, 15.18542, 15.97698], [22.37128, 8.62419, 21.16961], [23.49769, 9.26781, 21.92823], [23.60907, 8.67901, 23.31351], [22.35726, 8.68097, 24.01955], [22.43756, 8.38995, 25.40951], [24.82057, 9.07369, 21.34131], [21.39376, 9.04191, 21.49333], [22.39041, 7.56264, 21.32569], [22.41736, 8.78033, 20.07716], [23.18615, 10.28654, 21.97775], [24.29313, 9.35605, 23.91103], [24.04726, 7.67940, 23.30367], [23.04909, 9.17249, 25.90675], [22.90572, 7.37684, 25.53280], [21.38365, 8.32262, 25.71797], [24.85583, 9.09331, 20.32386], [25.43449, 9.80229, 21.65824], [20.96761, 11.46375, 16.26088], [21.11317, 12.13200, 17.60418], [19.77078, 12.78835, 18.02730], [18.79951, 11.69380, 18.14532], [17.57908, 12.16565, 18.66176], [21.66215, 11.23683, 18.64789], [21.80759, 10.78824, 16.12900], [20.89850, 12.15992, 15.41374], [20.04663, 10.83749, 16.09898], [21.81069, 12.93258, 17.49077], [19.50602, 13.47655, 17.24513], [19.81634, 13.32495, 18.98835], [16.82739, 11.40494, 18.43864], [17.21971, 13.04730, 18.14959], [17.61248, 12.36854, 19.69053], [21.23372, 10.31589, 18.66002], [21.60749, 11.66843, 19.55989], [17.99723, 16.10932, 17.99909], [16.97811, 15.83351, 19.10489], [17.63699, 16.09504, 20.46888], [18.84121, 15.44529, 20.66591], [19.26371, 15.46111, 22.04786], [15.74444, 16.74066, 19.01809], [17.54883, 15.82668, 17.04411], [18.89842, 15.47106, 18.11398], [18.28884, 17.12045, 17.94147], [16.52513, 14.83004, 19.08558], [16.88365, 15.81139, 21.27324], [17.69580, 17.25077, 20.58028], [18.41673, 15.26422, 22.73542], [19.73758, 16.45173, 22.29760], [20.01908, 14.70102, 22.13936], [15.95969, 17.60288, 18.56445], [15.10879, 16.23030, 18.36744], [21.95643, 15.99723, 19.34794], [21.38788, 15.59381, 18.11952], [21.34296, 16.81820, 19.69952], [21.94289, 15.23995, 20.15018], [22.99718, 16.30817, 19.25493], [22.07754, 15.63544, 17.47387], [15.40398, 8.28580, 15.99517], [15.75483, 9.38238, 16.85445], [14.45189, 8.59006, 15.53273], [16.08264, 8.14005, 15.16152], [15.24409, 7.31356, 16.48682], [16.62110, 9.18824, 17.24288], [24.39994, 9.08646, 16.99696], [24.29670, 9.69152, 18.28385], [23.40775, 9.01477, 16.55200], [25.00993, 9.74419, 16.36065], [24.98675, 8.20458, 17.03089], [23.52401, 10.21987, 18.38922]]}